The following is a quantum chemistry calculation of a 7-piece molecular cluster, C37H75BBrFN3O16S overall at a distorted geometry, from the Open Molecules 2025 dataset.

* energy relative to the best compared isomer or geometry (same formula, charge and spin): 0.0 kcal per mole
* HOMO-LUMO gap: 0.2910 Ha
* LUMO level: 1.78 eV
* molar mass: 959.8 Da
* maximum force: 0.026 hartree/bohr
* total charge: -1
* E_HOMO: -0.226 Ha

Positions of all 135 atoms, in Å:
C -2.28653 4.47799 -4.97085
C -1.90827 3.52475 -4.12285
C -0.49752 3.07538 -3.79269
C 0.22470 4.02897 -2.80870
C -0.66110 4.97464 -2.00320
N -1.62041 4.25184 -1.15258
O -0.67788 1.81581 -3.12831
B 0.41410 0.93731 -3.44192
C 0.07407 -0.60828 -3.73829
C -1.34991 -0.89483 -4.22841
C -2.42334 -0.66890 -3.15233
C -3.75539 -1.36162 -3.47694
N -4.72832 -0.52419 -4.20255
S 1.63180 1.01868 -1.73774
O 0.91329 1.38275 -0.52779
O 2.84679 1.77771 -1.96815
F 2.19030 -0.48943 -1.36731
O 1.23361 1.65970 -4.40729
C 0.40732 2.61969 -5.01577
N -0.43914 1.96063 -5.99352
C 1.39385 3.65932 -5.65817
Br 0.56320 4.73672 -7.07530
C 2.70773 3.03923 -6.17537
C 2.81032 2.67988 -7.66130
H -1.56613 5.15223 -5.41474
H -3.33267 4.59265 -5.23007
H -2.65881 2.97690 -3.56140
H 0.97367 4.65114 -3.30359
H 0.77759 3.41577 -2.09983
H 0.02133 5.58915 -1.39797
H -1.20185 5.67350 -2.64476
H -1.25273 4.14820 -0.21563
H -2.47482 4.78791 -1.06770
H 0.25828 -1.25491 -2.86998
H 0.78984 -0.93853 -4.49952
H -1.41049 -1.95263 -4.52859
H -1.57177 -0.30643 -5.12330
H -2.01891 -0.99101 -2.18768
H -2.61351 0.40572 -3.09380
H -4.24096 -1.71408 -2.56393
H -3.56051 -2.21801 -4.12955
H -4.92261 0.30211 -3.64553
H -4.27505 -0.17150 -5.04028
H 0.06893 1.73157 -6.83792
H -1.27443 2.48173 -6.21119
H 1.65815 4.42052 -4.93517
H 3.50317 3.75949 -5.95699
H 2.91803 2.15768 -5.57848
H 3.02858 3.55175 -8.27966
H 3.63955 1.97783 -7.79734
H 1.91207 2.19639 -8.05245
O 0.32537 -5.86135 1.79473
C 0.32087 -4.66324 1.90640
O 1.11306 -3.92887 1.11171
C 0.99865 -2.49569 1.07313
C 1.77123 -1.82791 2.19256
C -0.48876 -3.96562 2.97535
H -0.05134 -2.20255 1.06222
H 1.42142 -2.19874 0.11674
H 1.39347 -2.10132 3.17850
H 1.70450 -0.74460 2.08936
H 2.82080 -2.12176 2.14206
H 0.07580 -3.99630 3.90638
H -1.41758 -4.51364 3.11480
H -0.72776 -2.92918 2.75609
O 0.36041 -0.98875 5.51995
C 0.25335 -1.70618 6.47659
O -0.29316 -2.92952 6.28674
C -0.35456 -3.93871 7.30486
C -1.55307 -3.76896 8.21555
C 0.65250 -1.27814 7.86757
H 0.58255 -3.97987 7.85988
H -0.43369 -4.87103 6.74718
H -1.51477 -2.83801 8.78117
H -1.60082 -4.59320 8.92770
H -2.47024 -3.76631 7.62576
H -0.16257 -0.70995 8.31614
H 1.52562 -0.63433 7.79675
H 0.89151 -2.10560 8.52627
O 9.31365 0.75566 -0.83490
C 8.28157 0.60921 -0.23505
O 7.36409 -0.23918 -0.72183
C 6.17966 -0.60312 0.00961
C 5.05945 0.40093 -0.13973
C 7.97850 1.40230 1.01700
H 6.43466 -0.79051 1.05503
H 5.88725 -1.55997 -0.41972
H 5.33270 1.37546 0.26706
H 4.16650 0.05238 0.37785
H 4.80587 0.54771 -1.18621
H 7.58643 2.37299 0.71533
H 8.91383 1.55525 1.54942
H 7.26478 0.93258 1.68717
O -1.74733 -0.79612 10.56271
C -2.76878 -0.21363 10.30675
O -3.91036 -0.92863 10.27301
C -5.22208 -0.35690 10.10420
C -5.53646 -0.01531 8.66081
C -2.76595 1.25595 9.95574
H -5.34331 0.50777 10.76197
H -5.88662 -1.13432 10.47391
H -4.86935 0.75044 8.28275
H -6.55780 0.34723 8.54511
H -5.40998 -0.89393 8.02797
H -2.52312 1.35613 8.89769
H -1.98206 1.73491 10.53756
H -3.70316 1.76824 10.14894
O -4.28624 1.28612 5.29903
C -3.51134 0.88831 4.46480
O -2.94119 1.78413 3.64670
C -1.89089 1.44181 2.72334
C -2.43576 0.88925 1.42529
C -3.21725 -0.58295 4.29103
H -1.17552 0.76808 3.19856
H -1.37191 2.38123 2.54203
H -2.97699 -0.04502 1.57758
H -1.62210 0.70441 0.72603
H -3.12127 1.60430 0.97046
H -3.99947 -1.01541 3.66665
H -3.25640 -1.05205 5.27134
H -2.25089 -0.79756 3.84779
O 0.10463 -0.34172 -8.52036
C 0.78882 -1.29560 -8.27923
O 0.46308 -2.47966 -8.84860
C 1.28050 -3.64297 -8.71040
C 0.99541 -4.39330 -7.42571
C 1.94149 -1.21836 -7.30755
H 2.33617 -3.38545 -8.80729
H 1.02284 -4.25885 -9.57134
H 1.22911 -3.79128 -6.54793
H 1.58899 -5.30739 -7.38249
H -0.06036 -4.65881 -7.37513
H 1.54118 -1.31935 -6.29987
H 2.38594 -0.23002 -7.39495
H 2.71681 -1.96491 -7.45770

Forces on atoms 1 to 3 (eV/Å):
0.18 -0.18 0.34
-0.03 0.14 -0.25
-0.09 -0.15 0.46